16
Properties=species:S:1:pos:R:3:forces:R:3:lowdin_charge:R:1 method="wB97M-V/def2-TZVPD" homo_energy_ev=-8.22 smiles="C/C=C/N(C)P" e_above_lowest_kj_mol=166.1 e_lumo_ev=1.039 homo_lumo_gap_ev=9.3
C -2.5925 -0.9338 0.1588 -0.6194 1.6687 0.9912 -0.120
C -1.1927 -0.4874 -0.2176 -0.7182 1.2031 1.0658 -0.188
C -0.1226 -0.7672 0.5098 1.9335 -0.5031 -0.4965 -0.181
N 1.1692 -0.0804 0.3396 -1.5739 -2.3803 1.1243 -0.520
C 1.1358 1.2979 0.0164 -1.8270 1.2108 2.3939 -0.229
P 2.6675 -0.8345 -0.0813 -1.5285 0.3034 -2.2170 0.812
H -3.3122 -0.0420 0.0104 1.0843 -1.3076 0.3527 0.091
H -2.9488 -1.6813 -0.5227 -0.2976 -0.7084 -0.0476 0.046
H -2.6681 -1.2264 1.2649 0.0791 0.0793 -1.7556 0.093
H -1.1358 0.4043 -0.8383 0.0122 -0.3879 -0.4541 0.090
H -0.1724 -1.5885 1.2465 0.3634 0.5288 -0.3314 0.110
H 1.7823 1.8102 0.7196 1.2525 0.3071 -0.7020 0.071
H 1.3405 1.3048 -1.0217 0.1413 1.6155 -1.1098 0.044
H 0.1962 1.8186 0.4020 0.5036 -1.0029 -1.3274 0.110
H 3.0769 0.2926 -1.0368 -0.3231 -1.5936 0.7291 -0.056
H 3.4059 -0.2425 0.8449 1.5179 0.9672 1.7843 -0.174